(1)
{"formula": "C49H47N2O4P2SSiTi", "method": "ωB97M-V/def2-TZVPD", "elements": ["Ti", "S", "P", "P", "Si", "O", "O", "O", "O", "N", "N", "C", "C", "C", "C", "C", "C", "C", "C", "C", "C", "C", "C", "C", "C", "C", "C", "C", "C", "C", "C", "C", "C", "C", "C", "C", "C", "C", "C", "C", "C", "C", "C", "C", "C", "C", "C", "C", "C", "C", "C", "C", "C", "C", "C", "C", "C", "C", "C", "C", "H", "H", "H", "H", "H", "H", "H", "H", "H", "H", "H", "H", "H", "H", "H", "H", "H", "H", "H", "H", "H", "H", "H", "H", "H", "H", "H", "H", "H", "H", "H", "H", "H", "H", "H", "H", "H", "H", "H", "H", "H", "H", "H", "H", "H", "H", "H"], "coordinates": [[0.576850, -0.692063, 0.598525], [-0.340043, -0.554760, -2.417963], [-2.296867, -0.576143, -0.123979], [2.340576, 0.766840, 1.720424], [-0.379216, 1.736858, 0.792208], [2.301974, -1.418199, 0.260557], [-0.116423, -4.265732, 2.586374], [2.479751, -2.704361, -1.562028], [0.696561, -0.287571, -1.328812], [0.240479, -2.556127, 1.099376], [-0.458526, -0.690839, 2.644097], [2.046284, -2.486129, -0.451703], [-1.991980, 3.394789, -1.037612], [-4.151642, -3.798876, -1.931940], [2.478317, -0.217977, 6.206586], [-3.560225, -2.946866, -1.009900], [6.258810, -0.380667, 1.175440], [-1.355358, 2.219578, 2.389254], [5.031475, -0.163040, 1.787914], [1.911611, 5.286183, 1.154821], [-5.009503, -1.238976, 3.579421], [-3.243806, -1.630768, -1.344629], [0.022499, 0.930026, -6.104899], [6.478720, 0.050303, -0.122078], [2.431218, 0.451273, 3.509858], [1.939599, -0.471170, -5.762416], [-0.558332, -2.014491, 3.285112], [-3.532443, -1.203730, -2.645247], [4.247452, 0.924472, -0.215808], [-2.693982, 1.129128, -0.679217], [2.184005, 2.563957, 1.518944], [-3.389842, -0.790602, 1.347601], [-0.315751, -2.339212, -2.686903], [-0.149118, -3.088670, 2.285170], [1.570632, 0.509209, -8.047525], [0.388950, -0.120990, -3.985609], [-5.039465, -0.014640, 2.928974], [2.302309, 1.102528, 5.821513], [3.097915, 4.778551, 1.671605], [5.472659, 0.710299, -0.817271], [-4.237860, 0.211222, 1.819536], [-3.192144, 3.676522, -1.669068], [2.588292, -0.882853, 3.902432], [-3.933012, 1.436063, -1.248663], [0.868814, 4.434764, 0.827178], [-3.337340, -2.006183, 2.036710], [-4.154661, -2.235269, 3.132495], [-4.113525, -2.057223, -3.569188], [-4.421046, -3.363365, -3.218145], [-1.730318, 2.133997, -0.499934], [-4.183722, 2.706526, -1.736234], [1.071563, -3.422606, 0.263685], [-0.371491, 0.711401, -4.794115], [1.564025, -0.697904, -4.452844], [3.235297, 3.415382, 1.860022], [1.165008, 0.321045, -6.615332], [2.627527, -1.211803, 5.247192], [4.025415, 0.493062, 1.093761], [2.283045, 1.442629, 4.475269], [0.989440, 3.053829, 0.985904], [1.572509, -0.448652, -8.570452], [-4.704682, 0.679617, -1.309224], [-0.060395, -0.017986, 3.290161], [7.044703, -0.893998, 1.713972], [-4.870329, -4.033430, -3.939063], [2.184835, -1.292317, -3.790861], [7.431499, -0.133515, -0.600861], [-5.644621, -1.415580, 4.437351], [-0.730115, 2.139612, 3.284225], [2.501513, -0.477252, 7.256851], [0.892862, 1.179473, -8.571935], [2.846580, -0.929134, -6.138281], [2.581522, 0.913297, -8.112481], [2.182233, 1.873908, 6.570841], [-4.317491, -1.696343, -4.569615], [-3.376755, 4.662661, -2.075586], [-1.653602, 3.267360, 2.307341], [2.684377, -1.651195, 3.140817], [-3.345023, -3.329756, -0.022840], [-0.816768, -2.811296, -1.845620], [-1.399937, -0.364964, 2.442469], [-5.690464, 0.773420, 3.284487], [-0.870674, -2.533805, -3.602305], [1.645515, -4.103784, 0.900486], [-0.568979, 1.581588, -6.735675], [-4.118437, -3.188894, 3.643662], [2.155777, 2.475226, 4.176195], [-2.644284, -2.778181, 1.722982], [3.908379, 5.448644, 1.926586], [0.131976, -2.086990, 4.122677], [0.517931, -4.040047, -0.441889], [5.650306, 1.050324, -1.829219], [0.714125, -2.673722, -2.760795], [1.804051, 6.353694, 1.010721], [-4.279303, 1.169864, 1.323749], [4.869483, -0.505673, 2.801597], [-2.267329, 1.638970, 2.550666], [-1.251346, 4.178483, -0.951311], [-4.398426, -4.812120, -1.642476], [3.445427, 1.411697, -0.759688], [-0.054747, 4.864274, 0.461271], [-5.147631, 2.937821, -2.170696], [-1.558588, -2.215652, 3.663262], [4.156329, 3.010126, 2.262770], [2.766939, -2.240686, 5.554265], [-1.255870, 1.193524, -4.392492], [-3.322492, -0.189292, -2.944941]], "forces_ev_per_angstrom": [[-1.089, 0.999, 0.838], [-0.223, -0.309, -1.509], [-0.991, 0.328, -0.079], [0.512, 0.691, 0.324], [-0.386, 0.951, 0.617], [0.812, -0.169, -0.218], [-0.007, -0.001, -0.036], [0.203, 0.040, 0.244], [0.220, 0.030, -0.004], [0.080, -0.714, -0.178], [-0.078, -0.105, 0.026], [0.174, -1.170, -0.506], [0.106, 0.073, 0.037], [-0.002, -0.073, 0.024], [0.009, 0.018, 0.017], [0.063, -0.001, 0.063], [0.087, -0.026, -0.012], [0.101, -0.350, -0.183], [-0.074, 0.066, 0.033], [-0.043, -0.008, -0.013], [-0.003, -0.008, 0.013], [0.348, -0.025, -0.069], [0.050, 0.000, -0.060], [0.014, -0.017, 0.004], [-0.126, -0.210, -0.100], [0.016, -0.016, 0.038], [0.210, -0.280, -0.170], [0.099, 0.002, 0.129], [0.022, -0.067, 0.099], [-0.068, -0.015, 0.024], [-0.062, -0.041, -0.058], [0.283, -0.108, 0.059], [-0.110, 0.198, 0.180], [-0.138, 0.204, 0.385], [0.043, -0.034, -0.013], [-0.233, 0.156, 0.231], [-0.017, 0.035, 0.004], [0.003, 0.012, 0.050], [0.054, -0.030, 0.032], [0.005, 0.030, -0.029], [-0.053, -0.099, -0.053], [-0.079, 0.005, 0.013], [-0.003, 0.103, -0.003], [0.052, 0.026, 0.055], [-0.058, 0.135, -0.016], [-0.126, 0.068, -0.088], [-0.053, -0.038, 0.021], [0.019, -0.037, -0.031], [-0.025, 0.033, -0.038], [0.212, -0.356, 0.018], [-0.029, 0.003, -0.013], [0.066, 0.055, 0.126], [-0.017, 0.040, 0.185], [0.180, -0.018, 0.138], [0.018, 0.062, 0.053], [-0.075, 0.070, 0.063], [0.007, -0.054, 0.028], [-0.113, -0.083, -0.181], [-0.027, -0.003, -0.089], [-0.006, -0.394, -0.220], [-0.003, 0.006, 0.001], [-0.012, 0.004, -0.017], [0.019, 0.046, 0.015], [-0.013, 0.007, 0.014], [-0.007, 0.009, 0.006], [-0.042, -0.081, -0.032], [0.013, 0.018, 0.027], [0.003, 0.009, -0.002], [0.006, -0.002, -0.004], [-0.006, 0.010, -0.002], [0.011, 0.018, 0.009], [0.007, 0.025, 0.003], [-0.009, 0.020, -0.013], [0.011, 0.001, -0.005], [-0.035, -0.003, 0.023], [0.037, 0.005, -0.003], [0.037, 0.015, -0.089], [0.010, -0.049, 0.055], [-0.041, -0.027, -0.079], [-0.062, -0.003, 0.068], [0.012, 0.100, 0.126], [-0.006, -0.009, -0.008], [-0.077, 0.075, 0.001], [-0.012, -0.039, -0.028], [0.006, -0.026, -0.021], [0.029, -0.006, -0.009], [-0.020, 0.010, 0.019], [-0.066, 0.011, 0.035], [0.009, -0.019, -0.001], [0.062, 0.061, 0.012], [-0.016, 0.050, -0.074], [-0.038, -0.014, -0.005], [0.047, 0.000, -0.039], [-0.023, -0.004, 0.005], [-0.002, 0.039, -0.032], [0.032, 0.014, -0.016], [0.063, 0.039, 0.044], [-0.029, -0.013, -0.041], [0.033, 0.007, 0.023], [0.058, 0.038, -0.051], [0.043, 0.018, 0.012], [0.012, -0.004, -0.016], [0.117, 0.059, 0.062], [0.009, 0.006, -0.026], [-0.007, -0.001, -0.040], [-0.039, -0.054, -0.056], [0.126, 0.059, -0.051]], "de_lowest_kj_mol": 56.0, "total_charge": 1}

***

(2)
{"formula": "C49H48BIrN9O6", "method": "ωB97M-V/def2-TZVPD", "elements": ["Ir", "O", "O", "O", "O", "O", "O", "N", "N", "N", "N", "N", "N", "N", "N", "N", "C", "C", "C", "C", "C", "C", "C", "C", "C", "C", "C", "C", "C", "C", "C", "C", "C", "C", "C", "C", "C", "C", "C", "C", "C", "C", "C", "C", "C", "C", "C", "C", "C", "C", "C", "C", "C", "C", "C", "C", "C", "C", "C", "C", "C", "C", "C", "C", "C", "B", "H", "H", "H", "H", "H", "H", "H", "H", "H", "H", "H", "H", "H", "H", "H", "H", "H", "H", "H", "H", "H", "H", "H", "H", "H", "H", "H", "H", "H", "H", "H", "H", "H", "H", "H", "H", "H", "H", "H", "H", "H", "H", "H", "H", "H", "H", "H", "H"], "coordinates": [[0.493622, 0.474785, 0.244203], [-6.465480, -4.365187, -2.686428], [-4.318267, -2.356985, 2.729297], [-5.154049, -3.402613, -4.094194], [-1.730396, -0.302173, -2.562127], [-5.808272, -3.743437, 2.029039], [-1.381190, -0.134368, -0.336489], [-5.533089, -3.634324, -2.964639], [0.012760, 2.552218, 2.425893], [2.350590, 0.780327, 1.171229], [1.019144, -1.260831, 0.062526], [1.488698, 3.480069, 0.635380], [-4.907512, -2.945244, 1.845620], [1.145524, 2.709474, -0.439983], [-0.702754, 1.920682, 1.471959], [2.369691, 1.689506, 2.176891], [-5.212994, -3.280571, -0.560146], [0.143878, -3.051007, -1.375242], [1.429783, -2.577481, 2.769761], [-0.073532, -2.611212, 2.469060], [-3.187805, 1.670424, 1.062785], [3.796205, 2.390876, 4.103708], [-3.446676, -1.812893, 0.223720], [0.959820, -2.710374, -2.615573], [1.788841, 4.740031, -1.143867], [-0.218796, 1.745125, -4.483995], [2.297952, 5.781988, 1.174355], [1.906876, 3.434456, -3.930913], [-0.343984, -3.008175, 1.015322], [3.997463, -0.841775, 0.239604], [4.045357, -0.420991, -1.086319], [2.277767, -3.497018, -2.540580], [1.089945, 2.988960, -2.891371], [-3.085677, -1.532467, -1.083235], [-3.305527, 2.084465, -0.262003], [-2.067393, 2.659606, 3.092504], [-5.563451, 1.254331, -0.338677], [1.870339, 4.707813, 0.229976], [-1.317887, -4.738269, -0.401065], [-4.480851, 1.866763, -0.961018], [-4.811780, -2.988381, -1.849945], [3.465214, 0.066534, 1.268838], [-1.117833, -4.150575, 0.837929], [1.214984, -1.242309, -2.927020], [1.656732, 3.043463, -5.236662], [-5.461429, 0.861351, 0.986636], [5.304673, -2.779980, -0.346222], [-0.764902, -1.354050, 3.005108], [4.727523, -1.169889, -2.031454], [-4.278609, 1.069778, 1.684496], [3.474440, 1.527502, 2.930061], [-4.507844, -2.667626, 0.453170], [0.247787, -2.388282, -0.128209], [0.587568, 2.201237, -5.516721], [0.030488, 2.139868, -3.178172], [-0.655762, -4.185373, -1.482440], [-0.776359, 3.007215, 3.411764], [4.191347, 0.479978, 2.396340], [5.359599, -2.350256, -1.664530], [-3.769022, -2.127043, -2.132449], [-1.989553, 2.003311, 1.856709], [-0.254421, 3.748511, 4.596114], [-1.943748, -0.584349, -1.389095], [4.635986, -2.022433, 0.604734], [1.338169, 3.459319, -1.518839], [1.449974, 2.921234, 2.084929], [-4.191115, 0.743370, 2.714297], [0.392363, 1.892668, -6.536531], [-1.070008, 3.939805, 5.291551], [-1.036570, 1.062412, -4.670304], [1.931399, -1.874956, 2.103223], [-1.947433, -5.612262, -0.513036], [2.020200, 5.568848, -1.791593], [4.596202, -2.351586, 1.636296], [2.546458, 6.679655, 0.609883], [3.556905, 0.507111, -1.359665], [-2.461146, 2.563138, -0.742113], [-6.297274, 0.377317, 1.477735], [1.840262, 3.754497, 2.852270], [0.511742, 3.172929, 5.116981], [0.188054, 4.704055, 4.310846], [2.096515, -4.571921, -2.606404], [5.148638, 0.107065, 2.719113], [-1.838955, -1.366690, 2.802628], [-0.496698, -3.440114, 3.045487], [4.089177, 3.395944, 3.795692], [2.942679, 2.488845, 4.774344], [-0.348258, -0.443328, 2.581050], [-6.029960, -3.953679, -0.358184], [-0.634126, -1.315800, 4.091359], [-4.546292, 2.166317, -1.999247], [0.285745, -0.677496, -2.964257], [2.750273, 4.077600, -3.707603], [2.955567, -3.208778, -3.349157], [-2.899448, -1.365356, 1.037146], [-2.964413, 2.894126, 3.640131], [5.782115, -3.707784, -0.056339], [-0.743192, -4.651492, -2.459950], [2.780606, -3.298281, -1.589663], [-3.477638, -1.906868, -3.148908], [-1.575656, -4.593470, 1.718396], [1.856471, -0.782057, -2.180971], [1.608166, -2.263834, 3.802406], [4.755414, -0.834263, -3.060785], [-6.478513, 1.076509, -0.890231], [1.706949, -1.162920, -3.901908], [0.382157, -3.110946, -3.455861], [-0.586673, 1.751367, -2.382719], [4.621762, 1.948315, 4.659238], [1.507518, 6.030395, 1.883944], [2.303258, 3.386934, -6.035264], [1.877504, -3.563291, 2.623693], [3.175386, 5.484742, 1.750386], [5.881948, -2.940079, -2.407424]], "forces_ev_per_angstrom": [[0.569, 0.052, -0.755], [-0.008, 0.006, -0.023], [-0.040, -0.018, 0.016], [-0.031, -0.001, 0.006], [-0.026, 0.030, -0.013], [0.016, 0.027, 0.023], [-0.154, -0.129, -0.006], [0.073, 0.032, 0.077], [-0.075, 0.106, 0.011], [-0.265, 0.126, -0.007], [-0.275, 0.237, 1.060], [-0.122, -0.266, -0.038], [0.035, 0.003, -0.097], [-0.274, 0.175, 0.229], [-0.357, -0.245, 0.271], [0.185, 0.062, -0.041], [-0.004, 0.004, -0.048], [-0.107, -0.005, -0.163], [0.002, 0.054, -0.020], [0.044, 0.011, -0.087], [0.072, -0.070, 0.014], [0.004, 0.001, -0.005], [0.042, 0.006, -0.018], [0.020, -0.046, -0.006], [0.111, -0.085, 0.006], [0.036, -0.013, 0.000], [0.008, 0.028, -0.014], [-0.009, 0.020, 0.000], [-0.023, -0.068, 0.074], [-0.014, -0.026, 0.041], [0.074, 0.033, 0.010], [-0.034, 0.044, 0.061], [0.011, 0.076, 0.011], [0.028, -0.053, -0.015], [0.054, -0.070, -0.031], [-0.106, -0.001, -0.001], [0.012, -0.025, -0.044], [0.078, -0.024, -0.006], [-0.013, 0.115, -0.027], [0.012, -0.049, -0.010], [-0.078, -0.089, -0.061], [0.154, -0.122, -0.120], [-0.087, 0.071, 0.063], [0.021, 0.079, -0.006], [0.013, -0.007, 0.008], [0.029, -0.017, 0.015], [0.008, 0.028, -0.008], [-0.067, 0.002, -0.042], [0.021, -0.004, 0.026], [-0.004, -0.032, 0.004], [-0.033, -0.046, 0.030], [-0.037, -0.059, 0.161], [0.098, 0.008, -0.228], [-0.027, -0.013, 0.002], [0.026, -0.069, -0.027], [-0.033, -0.009, -0.023], [0.127, -0.010, 0.081], [0.022, 0.108, -0.013], [0.051, 0.048, 0.010], [0.006, 0.048, -0.023], [0.209, 0.010, -0.189], [0.005, 0.021, 0.006], [-0.156, 0.282, 0.009], [-0.039, -0.046, -0.016], [-0.011, -0.003, 0.069], [0.196, 0.033, -0.062], [0.005, -0.017, -0.012], [0.006, -0.006, 0.002], [0.000, 0.003, 0.001], [-0.013, -0.018, -0.007], [-0.027, -0.031, 0.067], [0.017, -0.006, 0.004], [-0.029, 0.010, 0.003], [-0.017, 0.000, -0.001], [-0.001, 0.000, 0.000], [-0.004, -0.015, -0.013], [0.026, -0.015, -0.014], [0.008, 0.001, 0.002], [0.008, -0.007, -0.025], [-0.003, 0.000, 0.001], [-0.002, -0.002, -0.003], [-0.021, -0.021, 0.041], [-0.007, -0.012, 0.004], [0.054, -0.018, 0.040], [0.048, -0.001, 0.038], [-0.005, 0.005, -0.009], [-0.001, -0.009, 0.004], [0.038, 0.007, -0.034], [0.002, 0.001, 0.001], [-0.020, 0.008, -0.008], [-0.014, 0.010, -0.001], [0.116, -0.061, -0.009], [-0.010, 0.001, -0.004], [-0.029, -0.018, 0.000], [-0.001, 0.019, -0.007], [-0.006, 0.005, -0.005], [0.005, 0.000, 0.000], [-0.006, 0.005, 0.008], [-0.027, 0.022, -0.082], [0.011, -0.009, 0.004], [0.016, -0.010, -0.019], [-0.022, -0.023, -0.083], [-0.019, -0.036, 0.019], [-0.011, -0.006, 0.000], [0.002, 0.013, 0.004], [0.027, -0.012, -0.017], [0.027, -0.009, -0.027], [-0.065, -0.005, 0.060], [0.002, 0.009, -0.001], [-0.003, -0.003, -0.001], [-0.007, 0.005, 0.001], [-0.004, -0.006, -0.020], [-0.001, -0.004, -0.006], [-0.003, -0.005, 0.000]], "de_lowest_kj_mol": 23.1, "total_charge": -1}

***

Sequential calculated total energy output: -4525.6958; -2969.5023 hartree